C26H85N17O14 | ωB97M-V/def2-TZVPD

Last column: Mulliken spin population.
Cartesian coordinates (Å):
C: -0.40893 -6.91453 -3.93797  0.000
C: 0.83477 -5.95460 -3.94428  0.000
C: 1.14657 -5.20853 -2.65823  0.000
O: 2.19600 -4.27440 -2.92138  0.001
C: 2.60104 -3.45347 -1.83698  0.001
N: 1.96473 -6.71549 -4.46996  0.000
H: -1.26042 -6.31621 -3.61380  0.000
H: -0.39020 -7.80198 -3.30537  0.000
H: -0.67283 -7.24292 -4.94327  0.000
H: 0.51297 -5.18274 -4.64340  0.000
H: 1.33693 -5.93793 -1.87093  0.000
H: 0.29134 -4.63185 -2.30592  0.000
H: 1.77687 -2.80683 -1.53581  -0.003
H: 3.45191 -2.78044 -1.94262  0.000
H: 2.91886 -4.02644 -0.96590  0.000
H: 2.68080 -6.01814 -4.61504  0.000
H: 1.85117 -7.03124 -5.42260  0.000
C: -0.70448 -2.01939 -0.02274  0.038
C: -0.01333 -0.73040 0.30521  0.018
C: -0.62766 0.53815 -0.22724  0.008
O: 0.35065 1.59779 -0.01373  0.026
C: -0.09273 2.96618 -0.43716  -0.002
N: 0.11113 -0.61050 1.70456  0.339
H: -1.06991 -2.01431 -1.04965  -0.002
H: -1.61559 -2.17680 0.55449  -0.004
H: -0.13685 -2.93971 0.11479  0.007
H: 0.96078 -0.91357 -0.14826  0.025
H: -1.53334 0.88480 0.27042  -0.001
H: -0.89084 0.48519 -1.28367  -0.002
H: -0.85063 3.17133 -1.19320  -0.001
H: 0.77184 3.42485 -0.91700  0.000
H: -0.26506 3.49376 0.50095  0.002
H: 0.40433 0.34552 1.84657  0.037
H: 0.95407 -1.14716 1.85135  0.000
C: 2.72840 -3.08347 2.45634  -0.001
C: 2.95232 -1.81588 3.38946  -0.030
C: 4.33880 -1.91675 4.09785  0.031
O: 4.50818 -3.00854 4.99238  0.005
C: 5.80426 -3.03457 5.60282  0.001
N: 3.00232 -0.67460 2.44735  0.304
H: 2.90036 -3.97857 3.05410  0.001
H: 3.50185 -3.06061 1.68864  -0.001
H: 1.73886 -3.13133 2.00178  0.004
H: 2.09780 -1.83954 4.06572  0.014
H: 4.29965 -0.99108 4.67204  -0.002
H: 5.14525 -1.74395 3.38520  0.000
H: 6.61944 -3.19012 4.89615  0.000
H: 5.66888 -3.94914 6.18016  0.001
H: 5.88366 -2.15226 6.23791  0.000
H: 3.52716 0.03764 2.93455  -0.004
H: 3.47236 -0.80586 1.56308  -0.005
C: 0.41316 6.73279 3.19318  0.000
C: -0.90536 6.05254 3.60818  0.000
C: -1.16144 4.62750 3.21752  0.000
O: -0.03776 3.79560 3.41748  -0.001
C: -0.32206 2.36740 3.32253  0.002
N: -0.89010 6.20322 5.03386  0.000
H: 0.56709 7.78215 3.44468  0.000
H: 0.66379 6.58034 2.14340  0.000
H: 1.18215 6.15211 3.70266  0.000
H: -1.79241 6.61655 3.31985  0.000
H: -1.30126 4.62788 2.13652  0.000
H: -1.99793 4.22413 3.78820  0.000
H: -1.01520 2.12269 4.12737  0.000
H: 0.61450 1.84714 3.52323  0.000
H: -0.85872 2.05368 2.42717  -0.002
H: -0.10205 5.79870 5.51908  0.000
H: -0.81977 7.16283 5.34097  0.000
C: -4.28389 -4.16628 2.41618  -0.004
C: -4.97809 -5.19377 1.48733  0.000
C: -4.11022 -5.76841 0.48351  0.000
O: -3.76326 -4.69804 -0.37927  0.001
C: -2.86465 -5.06340 -1.45988  0.000
N: -5.45104 -6.32746 2.21627  0.001
H: -4.85964 -4.01667 3.32953  0.000
H: -4.04463 -3.36987 1.71149  0.003
H: -3.29498 -4.40397 2.80818  0.000
H: -5.72399 -4.60481 0.95361  0.000
H: -4.59911 -6.56217 -0.08132  0.000
H: -3.22412 -6.14443 0.99491  0.000
H: -2.78910 -4.25529 -2.18744  0.000
H: -3.20509 -5.88631 -2.08840  0.000
H: -1.88509 -5.40023 -1.12060  0.000
H: -4.84774 -6.43180 3.01954  0.000
H: -6.35437 -6.20549 2.65127  0.000
O: -3.36379 3.58706 -3.16105  0.000
H: -2.69216 4.21374 -2.89196  0.000
H: -4.18751 4.06739 -3.07742  0.000
O: 3.50920 -0.69691 -0.51154  0.004
H: 3.95689 -1.53013 -0.65829  0.000
H: 3.03959 -0.52961 -1.32868  -0.001
O: 3.25926 2.13293 -0.48146  -0.001
H: 3.26078 1.17575 -0.48764  -0.002
H: 2.44507 2.36875 -0.03681  -0.001
C: 1.56172 0.39025 -3.58431  0.000
O: 2.36076 -0.28903 -2.99270  0.000
N: 0.75474 -0.10686 -4.49398  0.000
N: 1.36562 1.65912 -3.53605  0.000
H: 0.00866 0.44102 -4.89807  0.000
H: 0.88455 -1.08227 -4.72160  0.000
H: 0.44438 1.84235 -3.90733  0.000
H: 1.73888 2.23489 -2.79493  0.000
C: -4.94250 -1.29067 -1.08233  0.000
O: -5.19631 -0.32769 -1.82237  0.003
N: -4.03774 -2.16689 -1.39689  0.002
N: -5.44901 -1.53759 0.12419  0.000
H: -4.01133 -3.09775 -1.00587  0.000
H: -3.46428 -2.04162 -2.21881  0.000
H: -5.67206 -0.62531 0.49579  0.000
H: -4.97255 -2.18112 0.73979  -0.001
C: 4.19013 4.77688 -4.17376  0.000
O: 3.61398 5.24053 -5.13812  0.000
N: 3.62972 4.34566 -3.08306  0.000
N: 5.47776 4.82840 -3.95572  0.000
H: 2.62423 4.38945 -2.99839  0.000
H: 4.22890 3.87194 -2.42226  0.000
H: 5.97628 4.99972 -4.81724  0.000
H: 5.80868 4.16360 -3.27115  0.000
C: 0.21797 5.23823 -4.08660  0.000
O: -0.78750 4.90537 -3.51263  0.000
N: 1.02418 6.19810 -3.78152  0.000
N: 0.78104 4.55043 -5.04280  0.000
H: 1.08289 6.54722 -2.83561  0.000
H: 1.81768 6.28727 -4.40000  0.000
H: 0.38681 3.66975 -5.34128  0.000
H: 1.71859 4.79586 -5.32714  0.000
C: -2.36381 -1.51485 4.10146  0.000
O: -3.15672 -1.71475 4.98052  0.004
N: -1.10299 -1.89242 4.15191  0.048
N: -2.57537 -0.86188 2.96674  0.138
H: -0.51723 -1.53485 3.41087  -0.002
H: -0.82780 -2.41751 4.96961  -0.002
H: -1.92115 -0.93198 2.20046  0.013
H: -3.35003 -0.22529 2.84527  -0.007
C: -2.11588 6.77354 -0.32597  0.000
O: -3.26781 6.43770 -0.51036  0.000
N: -1.18067 6.54029 -1.25635  0.000
N: -1.77485 7.47897 0.70662  0.000
H: -0.30960 7.02764 -1.10205  0.000
H: -1.32094 5.91991 -2.04092  0.000
H: -2.50698 7.72163 1.35870  0.000
H: -0.83097 7.80719 0.85311  0.000

The lowest unoccupied orbital energy (spin up / spin down) comes out at -2.1 / -8.4 eV. Its spin multiplicity is 2. As for the HOMO-LUMO gap (spin up / spin down): 8.712 / 2.369 eV. The net charge is +1. The calculation puts the HOMO energy (spin up / spin down) at -10.813 / -10.813 eV.

C27H14BrF11N3O2V | ωB97M-V/def2-TZVPD

Last column: natural (NBO) charge in e.
Cartesian coordinates (Å):
V: -0.27989 0.21547 0.26040  1.430
Br: 4.44431 0.02631 6.03319  0.111
C: 3.07603 0.15965 4.74659  -0.122
C: 1.75662 0.36247 5.16076  -0.155
C: 0.73419 0.46344 4.23964  -0.247
C: 1.03179 0.35665 2.88397  0.424
O: 0.05752 0.43343 1.98464  -0.629
C: 2.35053 0.16064 2.45648  -0.230
C: 2.68024 0.10755 1.06506  0.241
N: 1.83698 0.17567 0.08982  -0.493
C: 2.32783 0.22444 -1.24652  0.093
C: 3.60235 0.52684 -1.64289  -0.188
C: 3.94878 0.46596 -3.01052  -0.185
C: 3.03387 0.10189 -3.95624  -0.161
C: 1.70208 -0.18455 -3.57560  -0.097
C: 0.68703 -0.59386 -4.47010  -0.072
C: -0.56508 -0.86266 -3.99503  -0.260
C: -0.83320 -0.67741 -2.62909  0.136
N: 0.08589 -0.27936 -1.77778  -0.496
C: 1.35548 -0.07579 -2.22123  0.239
C: 3.37701 0.06127 3.41028  -0.150
H: 1.53737 0.43715 6.21721  0.246
H: -0.29019 0.61391 4.54942  0.247
H: 3.73923 0.01434 0.83524  0.201
H: 4.36220 0.81732 -0.93066  0.225
H: 4.96260 0.70381 -3.30102  0.237
H: 3.31232 0.03505 -4.99969  0.235
H: 0.91512 -0.70100 -5.52315  0.237
H: -1.35930 -1.19537 -4.64696  0.247
H: -1.82207 -0.84749 -2.22584  0.225
H: 4.39953 -0.09045 3.08924  0.235
N: 0.84282 3.95423 0.00757  -0.641
C: 0.58698 2.83010 0.07810  0.325
H: 1.02633 4.93545 -0.06003  0.468
C: -4.24203 0.59281 -0.57489  -0.635
C: -3.05357 1.52264 -0.37369  0.098
O: -1.88672 0.79012 -0.15252  -0.638
C: -3.27405 2.39765 0.88485  0.971
F: -2.17731 3.10189 1.19395  -0.312
F: -4.28233 3.25399 0.71359  -0.303
F: -3.55751 1.61595 1.92929  -0.303
C: -2.84247 2.39058 -1.63330  0.967
F: -3.93937 3.07567 -1.94684  -0.298
F: -1.83096 3.25421 -1.49244  -0.310
F: -2.54188 1.59813 -2.67865  -0.323
H: -4.26260 -0.12825 0.23735  0.253
H: -4.14758 0.07125 -1.52520  0.231
H: -5.17349 1.15670 -0.57878  0.253
F: 1.15829 -2.54177 -0.75284  -0.327
C: 0.07950 -2.81074 0.01009  0.380
C: -0.68755 -1.78352 0.53449  -0.444
C: -1.75527 -2.17136 1.32684  0.382
F: -2.52738 -1.24133 1.91301  -0.311
C: -2.07485 -3.49608 1.56683  0.254
F: -3.11398 -3.81925 2.32963  -0.276
C: -1.28870 -4.49267 1.01086  0.309
F: -1.57318 -5.76634 1.23176  -0.268
C: -0.19795 -4.14826 0.22969  0.250
F: 0.56961 -5.09713 -0.29839  -0.278

The lowest unoccupied orbital energy (spin up / spin down) comes out at -4.2 / -4.1 eV. Its spin multiplicity is 2. As for the HOMO-LUMO gap (spin up / spin down): 7.194 / 7.359 eV. The net charge is +1. The value obtained for the energy relative to the best compared isomer or geometry (same formula, charge and spin) is 0.0 kJ/mol. The calculation puts the HOMO energy (spin up / spin down) at -11.409 / -11.469 eV.

C27H14Cl3IN5O3Tl | ωB97M-V/def2-TZVPD

Last column: natural (NBO) charge in e.
Cartesian coordinates (Å):
Tl: 0.22787 -0.16407 0.03880  1.722
Cl: -1.03771 -0.36181 6.85605  0.016
C: -0.41195 0.12640 5.31521  -0.065
C: -1.05338 -0.32285 4.17010  -0.257
C: -0.59300 0.03901 2.91125  0.213
N: -1.17780 -0.38489 1.70925  -0.742
C: -2.19458 -1.22665 1.56910  0.634
O: -2.96578 -1.67431 2.40888  -0.631
C: -2.44467 -1.64482 0.10712  0.159
C: -3.48974 -2.51901 -0.14721  -0.201
C: -3.71647 -2.94291 -1.44304  -0.136
C: -2.89652 -2.48178 -2.46489  -0.250
C: -1.87820 -1.61187 -2.14215  0.062
N: -1.66342 -1.20109 -0.88936  -0.500
C: 0.55338 0.87423 2.81581  0.102
C: 1.17981 1.31450 3.96979  -0.230
C: 0.70039 0.94511 5.21772  -0.060
Cl: 1.52304 1.52719 6.62715  0.014
N: 0.98859 1.22328 1.52236  -0.722
C: 1.64362 2.32412 1.17125  0.621
O: 2.21902 3.14742 1.87113  -0.623
C: 1.55045 2.63209 -0.33069  0.154
C: 2.28326 3.69431 -0.83620  -0.202
C: 2.09470 4.07595 -2.15193  -0.143
C: 1.15666 3.40645 -2.92680  -0.252
C: 0.47108 2.35275 -2.35678  0.034
N: 0.67845 1.96230 -1.09522  -0.485
H: -1.92321 -0.95505 4.25391  0.266
H: -4.08550 -2.84501 0.69288  0.266
H: -4.52161 -3.63368 -1.65849  0.228
H: -3.03686 -2.79255 -3.49064  0.231
H: -1.20251 -1.23234 -2.89949  0.199
H: 2.04157 1.95848 3.89192  0.259
H: 2.96036 4.21047 -0.17041  0.263
H: 2.65859 4.90084 -2.56824  0.229
H: 0.95560 3.69469 -3.94950  0.233
H: -0.27134 1.79708 -2.91832  0.205
Cl: 4.99698 -5.02894 -2.41697  -0.005
C: 3.77093 -4.17953 -1.51768  -0.097
C: 3.18631 -4.77795 -0.43989  -0.203
C: 2.20707 -4.11271 0.31166  -0.238
I: 1.34002 -5.04392 1.95548  0.179
C: 1.78384 -2.82257 0.00910  0.324
O: 0.90517 -2.18053 0.70141  -0.752
C: 2.38823 -2.21643 -1.15240  0.096
N: 1.96051 -0.96689 -1.49134  -0.471
C: 2.51024 -0.34587 -2.51152  0.065
C: 3.52198 -0.92153 -3.29267  -0.268
C: 3.95113 -2.18139 -2.99531  -0.128
C: 3.38977 -2.87788 -1.90416  -0.026
H: 3.48892 -5.77765 -0.15804  0.243
H: 2.15219 0.64937 -2.73754  0.200
H: 3.94247 -0.36149 -4.11665  0.229
H: 4.72550 -2.65762 -3.58140  0.238

The lowest unoccupied orbital energy comes out at -0.7 eV. As for the HOMO-LUMO gap: 6.894 eV. The calculation puts the HOMO energy at -7.547 eV.